Run w
This record from the OMol25 dataset describes 12 unconnected molecules or ions with the total composition C21H69N21O12. The level of theory is wB97M-V/def2-TZVPD.

Calculated values
Spin multiplicity: 1
Orbital gap in eV: 9.03
SMILES: COC[C@H](C)N.COC[C@H](C)N.COC[C@H](C)N.NC(N)=O.NC(N)=O.NC(N)=O.NC(N)=O.NC(N)=O.NC(N)=O.NC(N)=O.NC(N)=O.NC(N)=O
Lowest unoccupied orbital energy in eV: 0.08
M in g mol⁻¹: 807.92

Geometry (Å):
H1 -2.34884 0.10745 -7.88970
H2 6.49637 -6.38973 7.84961
C1 -0.56778 -0.40523 -8.53776
C2 0.36571 0.61661 -7.80890
H3 4.46200 -5.20523 5.22999
H4 7.69439 -5.48430 7.67501
H5 1.89004 0.91697 -1.41147
H6 -1.61152 -10.74373 2.04052
H7 -0.10276 0.88121 -6.86094
O1 5.33122 -2.86974 6.25046
C3 -2.00372 -9.73978 2.20291
O2 7.81568 -3.07284 -6.18770
C4 -4.05391 9.77367 1.96643
H8 6.81792 -2.60343 4.68451
H9 -2.17779 -9.20038 1.27186
H10 -5.93666 6.79379 -7.38126
H11 -6.07000 2.12256 3.26554
H12 1.30271 0.18736 -7.45411
N1 -7.05213 0.38641 -5.08636
N2 3.57897 5.88841 4.85864
H13 -8.87563 1.41360 -4.25209
N3 7.35609 -4.14993 -4.27010
C5 7.25690 3.13804 -3.27736
N4 0.91363 0.86395 -1.66424
H14 1.06614 0.83524 7.43221
H15 7.00315 -3.30097 7.22593
N5 -5.69599 6.39153 -5.08934
H16 7.99720 2.35998 -4.97093
O3 -3.96278 9.69101 0.74633
H17 5.48373 -4.07598 7.81289
N6 -6.82280 6.77265 -6.89711
N7 0.17097 1.07014 7.02776
O4 -1.50560 -1.52140 -6.62117
H18 -9.98512 0.75020 -5.48368
N8 -1.79343 0.36823 -8.69196
H19 0.56530 0.69565 -2.59722
H20 0.25137 -2.21019 -7.54391
H21 -1.25397 -2.48612 -8.41203
H22 -5.34386 10.11907 3.52478
H23 -6.63807 1.41365 1.78298
O5 -1.94715 1.67753 7.06902
C6 7.55124 -4.09307 -5.59434
N9 -0.88395 1.99635 -1.16137
C7 -1.18495 -8.97687 3.25208
O6 -1.91922 -6.76220 2.52227
C8 4.39795 6.81702 4.53640
N10 -5.09994 10.27605 2.55733
N11 -9.06870 1.03408 -5.16796
N12 4.54418 7.62186 5.53864
H24 -2.31953 -5.16451 3.71920
C9 0.31453 1.53952 -0.75331
H25 -1.17816 -3.50779 -5.86494
O7 6.99892 2.07988 -2.74292
H26 5.30492 -6.61178 4.90108
H27 -0.14848 -0.54455 -9.53420
N13 -7.32923 4.11513 2.65831
C10 -1.95254 -2.78757 -6.12902
C11 -0.71475 -1.77039 -7.79149
H28 6.76214 4.46466 -1.87021
O8 -8.29763 -0.17754 -6.85043
H29 -1.30739 1.60410 -1.99017
H30 7.62588 -5.71522 -6.99894
O9 5.01182 6.88529 3.47872
C12 5.08903 -5.94139 5.73299
H31 7.07864 -5.00713 -3.81367
H32 6.83628 -4.73941 5.27932
H33 -7.15745 3.95001 3.63980
N14 -3.19545 9.19160 2.79191
C13 -6.88170 6.56749 -5.62607
O10 -7.96294 6.68789 -5.03110
H34 0.14420 0.98214 6.02196
H35 -3.06467 -9.74989 2.45266
H36 -7.76533 4.98098 2.37507
H37 -0.15535 -8.97487 2.89428
H38 -1.36432 -7.07270 4.42382
O11 0.86452 1.73556 0.30929
H39 -7.74647 6.90920 -7.28219
C14 -1.81615 -7.62466 3.59963
H40 7.85707 4.12805 -4.97196
N15 7.74492 3.22983 -4.52394
C15 6.10194 -3.84601 6.94511
N16 -0.66445 1.64434 8.82227
C16 -7.19018 3.18188 1.81506
H41 7.42087 -3.24348 -3.82936
H42 5.23369 -1.59513 4.69759
H43 -5.57201 6.31515 -4.08989
H44 -2.79686 -3.10838 -6.73918
C17 5.75203 -2.53215 4.90110
C18 6.34330 -5.13919 6.16547
N17 7.11575 4.31141 -2.80379
H45 7.26729 5.12664 -3.38046
H46 2.89343 6.16797 5.54565
H47 -6.23122 -0.07939 -5.44586
H48 -4.91420 6.40171 -5.72871
N18 7.05404 -6.01046 7.09777
H49 0.54242 1.55872 -8.32784
H50 4.52172 -6.50263 6.47546
H51 -3.11983 9.59346 3.71544
H52 -5.82937 10.66019 1.97384
H53 -1.93998 -4.82620 1.94457
H54 5.17598 8.40136 5.42322
H55 -1.30577 2.62635 -0.49409
H56 3.45710 5.09496 4.24570
H57 7.44438 -6.07875 -5.32259
O12 -7.56900 3.20020 0.64742
H58 -0.72015 -5.11627 3.12039
H59 -2.83866 -7.82779 3.91794
H60 -7.22460 0.87432 -4.21901
N19 -1.30721 -9.81554 4.41954
H61 -0.75976 -10.66407 4.43895
C19 -0.86856 1.48597 7.57940
C20 -1.72957 -5.41484 2.83750
H62 -1.39534 1.27433 -8.49047
H63 -2.41158 8.64734 2.46110
H64 5.34896 -3.22308 4.16066
H65 -1.43143 1.55482 9.47329
H66 4.00205 7.48020 6.37896
H67 -2.22232 -10.16146 4.67055
C21 -8.13422 0.38992 -5.80209
H68 0.31171 1.62912 9.08105
N20 7.56026 -5.38446 -6.04689
N21 -6.61720 2.19723 2.41991
H69 -2.43478 -2.59972 -5.16972


Run x
This record from the OMol25 dataset describes 12 unconnected molecules or ions with the total composition C21H69N21O12. The level of theory is wB97M-V/def2-TZVPD.

Calculated values
Spin multiplicity: 1
Orbital gap in eV: 8.20
SMILES: COC[C@H](C)N.COC[C@H](C)N.COC[C@H](C)N.NC(N)=O.NC(N)=O.NC(N)=O.NC(N)=O.NC(N)=O.NC(N)=O.NC(N)=O.NC(N)=O.NC(N)=O
Lowest unoccupied orbital energy in eV: -0.26
M in g mol⁻¹: 807.92

Geometry (Å):
H1 13.68668 35.73551 26.33787
C1 10.34604 35.46769 18.80562
H2 12.84548 33.41534 23.90054
O1 9.64955 36.39685 18.40870
N1 12.02676 31.93910 18.81723
H3 5.66437 31.94797 16.48995
N2 9.49347 32.14023 23.98310
N3 10.46277 36.00788 23.02647
H4 3.54091 29.40545 27.02972
N4 12.12250 33.22685 27.39972
H5 8.86424 34.48083 19.84792
H6 10.05520 29.49458 25.42348
H7 11.40366 32.52863 27.30047
N5 9.23920 35.84189 30.20726
H8 6.53058 33.26020 27.57431
H9 5.42180 31.88606 18.98461
H10 9.35215 26.52885 27.05176
C2 10.39902 30.41191 27.29323
H11 11.16072 35.41538 23.44083
H12 9.36511 30.64237 18.64847
N6 9.41037 31.46952 27.16943
H13 9.00701 32.37880 17.85266
C3 8.24853 33.77509 29.17742
H14 12.17879 35.95025 17.99897
N7 12.16892 32.49296 16.59846
C4 12.60214 32.70169 17.86750
H15 10.09241 36.11875 30.68780
H16 7.70836 26.96038 26.91667
C5 9.35968 34.35197 29.98306
N8 5.20072 33.31513 22.00112
H17 14.51286 33.48666 23.40286
H18 9.98788 32.84371 31.44616
H19 9.46700 36.79736 25.96814
H20 10.55964 35.57957 25.46743
H21 3.90121 29.77492 23.14236
C6 5.18794 30.23046 26.07071
N9 9.87426 36.28102 25.21412
H22 8.49685 31.13262 27.45994
C7 10.70113 30.07007 28.77033
O2 8.42877 34.13021 27.79494
H23 12.72149 32.95833 15.90027
C8 9.48341 33.82183 31.41402
H24 15.09972 33.23036 21.42947
H25 6.65258 34.97282 27.13828
C9 8.66856 31.85719 22.92762
O3 8.83021 37.49107 23.63915
O4 7.52729 31.37821 23.05162
H26 10.40549 32.51324 23.78793
H27 5.87256 30.26755 19.50879
O5 4.54870 28.06037 21.48404
C10 12.52868 34.14321 26.49196
N10 9.25287 32.04810 21.74136
H28 10.32520 36.10608 22.04127
C11 10.16693 29.13411 26.45445
C12 5.30806 28.89942 22.00030
N11 11.65544 35.22831 18.45591
H29 10.89410 30.99170 29.32151
H30 4.99942 28.50057 27.13901
H31 5.97003 33.73179 16.50460
N12 6.53719 29.95518 26.00760
H32 8.54069 33.76867 31.95174
H33 6.57097 31.74453 20.34915
H34 9.21253 32.11300 24.95216
C13 6.22753 31.29452 19.41493
H35 7.01416 30.45063 25.26671
N13 6.65355 28.96798 21.79886
O6 7.66344 32.52991 16.39355
N14 13.56047 33.26918 23.18701
H36 10.28257 34.23167 29.39814
N15 4.85764 29.84193 22.85116
H37 8.82535 27.14714 25.45692
H38 8.82454 31.72845 20.88059
C14 7.48468 31.23191 18.58017
C15 13.15836 33.14923 21.86904
O7 12.05012 34.35495 25.37108
H39 10.24821 34.34093 31.99425
H40 13.96465 32.98557 20.04953
H41 7.22350 33.86263 26.03375
N16 8.56022 30.45033 19.23367
H42 6.21252 32.71802 15.02890
H43 5.78298 32.77493 22.61965
O8 11.95943 32.96585 21.61222
H44 11.45719 31.13022 18.67404
C16 6.28901 32.76375 16.11486
H45 7.25888 33.99373 29.58152
H46 10.48219 33.91378 20.07186
H47 12.63750 33.29575 28.25587
H48 5.54160 30.45383 23.26562
H49 11.44473 31.82149 16.44112
O9 8.98243 28.55145 26.96120
C17 7.17320 34.00931 27.11300
H50 5.19671 35.43469 19.63918
O10 4.67543 31.16837 25.47781
H51 7.61711 33.40230 18.32185
H52 12.30087 32.15618 19.76159
H53 11.36275 30.70851 26.86190
C18 9.69301 36.65191 23.92146
N17 14.22226 32.96628 21.03482
H54 6.95882 28.25944 21.15473
H55 11.07305 28.52464 26.40013
O11 6.98668 34.24278 20.96493
H56 8.40141 32.68965 29.20523
H57 9.54243 36.15184 29.27423
H58 6.89526 29.61692 26.88036
H59 8.42616 29.45345 19.10704
H60 7.17372 30.60068 17.72943
H61 9.51478 32.27652 27.76934
C19 5.76391 34.14775 21.09585
H62 4.20889 33.42609 22.08040
C20 7.92304 32.50865 17.77569
N18 13.45761 35.00825 26.99714
C21 8.69027 27.23665 26.53548
H63 9.91271 29.48739 29.24096
H64 14.03438 34.84393 27.79807
O12 13.35807 33.60959 18.25858
H65 11.62894 29.49472 28.70862
H66 3.88144 34.83695 20.56987
H67 11.96699 34.27379 18.47300
N19 9.82255 34.44029 19.52407
N20 4.53058 29.34737 26.87941
H68 10.17161 32.47294 21.70271
N21 4.84239 34.76202 20.29774
H69 6.96560 29.92807 21.93227


Which of them is the least stable? Correct choice: run w.


Run w
This record from the OMol25 dataset describes 2 unconnected molecules or ions with the total composition C5H10O2. The level of theory is wB97M-V/def2-TZVPD.

Calculated values
Spin multiplicity: 2
Orbital gap (spin up / spin down) in eV: 9.30 / 6.91
Lowest unoccupied orbital energy (spin up / spin down) in eV: -5.41 / -7.82
Net charge: +1
M in g mol⁻¹: 102.13

Geometry (Å):
C1 0.14167 -0.96299 -0.46885
H1 0.96748 0.45503 -3.20079
C2 -0.05395 -1.29582 0.91475
H2 -0.38279 1.82969 0.89902
O1 -0.51076 2.73593 1.20725
H3 -1.31415 -3.02684 0.47273
H4 -0.28573 -0.40281 2.60150
C3 -0.97199 -2.30384 1.19625
C4 0.55231 0.86096 -2.27279
H5 1.01627 1.83755 -2.14126
H6 0.23857 3.10920 1.66542
H7 -0.50122 1.07887 -2.45980
H8 1.44335 0.60705 -0.31033
H9 -1.29069 -2.42823 2.22209
H10 -0.12683 -1.81064 -1.09295
C5 0.81869 0.08011 -1.03923
O2 0.25977 -0.36322 1.80698


Run x
This record from the OMol25 dataset describes 2 unconnected molecules or ions with the total composition C5H10O2. The level of theory is wB97M-V/def2-TZVPD.

Calculated values
Spin multiplicity: 2
Orbital gap (spin up / spin down) in eV: 9.48 / 7.36
Lowest unoccupied orbital energy (spin up / spin down) in eV: -5.00 / -7.53
Net charge: +1
M in g mol⁻¹: 102.13

Geometry (Å):
H1 -0.09790 3.36981 2.18578
H2 2.90918 -0.73346 -2.11660
C1 1.37812 -0.96221 -0.73680
C2 -0.86498 -0.82191 0.06274
H3 0.69102 0.42594 0.88934
H4 -1.20740 -2.49134 -0.88760
C3 2.34681 -0.22714 -1.35063
H5 2.65428 0.71755 -0.92724
O1 -1.08898 -2.16044 0.01549
C4 -2.19250 -0.11508 0.02731
H6 -2.99187 -0.78979 0.34936
H7 -2.29016 0.81110 0.60209
H8 0.74040 2.18391 1.79409
C5 0.41732 -0.28060 0.11770
O2 0.48491 3.05868 1.48333
H9 -2.37173 0.02254 -1.06056
H10 1.48348 -2.00756 -0.44779


Which of them is the least stable? Correct choice: run x.